Here is 2 unconnected molecules or ions with the total composition C4H12 in a non-equilibrium geometry from OMol25. Energies are from wB97M-V/def2-TZVPD.

## Properties
Max |F|   0.0249 hartree/bohr
HOMO level   -0.42935 Ha
Structure (SMILES)   CC.CC
ΔE to the lowest compared entry with this formula, charge and spin   25.1 kJ/mol
Electronic energy   -159.5754 Eh
Lowest unoccupied orbital energy   1.20 eV
Net charge   0

Element x y z (Å)
1 C -0.502 -1.636 0.030
2 C -0.100 -2.156 1.431
3 H -1.212 -2.329 -0.415
4 H -0.997 -0.681 0.150
5 H 0.343 -1.688 -0.659
6 H 0.920 -2.542 1.486
7 H -0.770 -2.957 1.749
8 H -0.171 -1.356 2.167
9 C 0.401 1.731 -1.468
10 C 0.173 2.060 -0.001
11 H -0.470 1.796 -2.116
12 H 1.138 2.414 -1.890
13 H 0.756 0.706 -1.590
14 H 0.371 3.120 0.188
15 H 0.865 1.499 0.628
16 H -0.849 1.870 0.325